[1]
{"formula": "C18H34ClNa2O22", "method": "ωB97M-V/def2-TZVPD", "e_homo_ha": -0.43003, "energy_ha": -3146.00478, "charge": 1, "homo_lumo_gap_ev": 8.177, "elements": ["Cl", "Na", "Na", "O", "O", "O", "O", "O", "O", "O", "O", "O", "O", "O", "O", "O", "O", "O", "O", "O", "O", "O", "O", "O", "O", "C", "C", "C", "C", "C", "C", "C", "C", "C", "C", "C", "C", "C", "C", "C", "C", "C", "C", "H", "H", "H", "H", "H", "H", "H", "H", "H", "H", "H", "H", "H", "H", "H", "H", "H", "H", "H", "H", "H", "H", "H", "H", "H", "H", "H", "H", "H", "H", "H", "H", "H", "H"], "coordinates": [[11.1316, 5.6069, 1.6737], [8.8635, 7.3894, 3.3626], [14.9223, 3.9417, 1.8257], [10.8671, 5.5669, 0.2581], [11.3888, 10.9914, -1.9916], [12.2512, 4.7685, 1.9803], [4.9511, 5.7329, 1.1398], [7.6047, 10.2694, -2.9585], [11.1032, 7.0234, -5.4103], [13.2187, -0.1687, 0.7004], [11.0059, 10.6627, -4.1587], [12.9758, 2.2086, 5.0880], [7.7039, 8.4366, -1.8345], [11.6688, 5.2438, -4.1782], [11.6272, 1.0197, -0.0631], [14.8337, 2.3660, 6.1170], [13.5526, 2.0476, 0.5311], [8.3467, 8.3877, -3.9679], [9.9777, 5.1724, 2.3972], [12.8899, 5.7539, -5.8891], [11.3580, 6.9595, 2.1117], [6.2759, 4.0615, 1.0845], [14.8505, 2.6825, 3.9010], [7.1256, 6.0950, 1.5974], [11.2994, 8.9160, -2.7565], [16.1913, 2.7227, 6.2526], [11.2484, 10.2303, -3.0861], [6.2189, 5.3664, 1.2847], [13.1775, 6.3926, -7.1139], [7.9471, 8.9989, -3.0195], [7.8740, 7.0430, -1.6679], [7.7215, 10.9716, -4.2234], [11.2525, 8.8170, -1.3388], [10.6373, 5.5491, -3.2429], [7.4907, 3.4768, 1.5259], [12.8626, 1.0761, 0.3762], [12.1688, 2.1970, 3.9062], [4.5959, 7.0328, 1.6042], [11.7621, 10.1896, -0.8791], [11.8418, 6.1041, -5.1787], [11.0517, 2.2702, -0.4438], [14.4592, -0.2940, 1.3709], [14.2496, 2.4634, 4.9322], [6.7995, 10.7330, -4.7528], [7.0532, 6.7045, -1.0385], [7.9175, 6.3741, -2.5233], [12.2561, 6.7994, -7.5290], [7.7491, 12.0363, -4.0151], [10.8484, 6.4634, -2.6932], [8.7965, 6.8760, -1.1045], [16.6210, 3.0876, 5.3228], [11.8841, 8.0112, -0.9664], [4.3070, 6.9189, 2.6497], [11.3308, 1.5246, 4.0736], [3.7994, 7.4312, 0.9873], [7.6364, 3.5562, 2.6020], [14.4023, 0.1380, 2.3704], [11.7850, 3.0634, -0.5863], [13.6236, 5.7119, -7.8357], [8.3403, 3.9267, 1.0110], [14.7086, -1.3486, 1.4438], [16.7559, 1.8895, 6.6677], [11.2874, 10.5428, 0.0325], [12.8481, 10.2253, -0.7756], [8.6154, 10.6443, -4.7441], [9.6761, 5.6282, -3.7460], [12.6749, 1.9108, 2.9887], [13.9127, 7.1828, -6.9608], [7.5558, 2.4198, 1.2731], [10.2125, 8.5857, -1.0962], [11.7446, 3.1961, 3.8091], [16.3319, 3.5201, 6.9867], [10.3747, 2.6216, 0.3335], [15.2918, 0.1667, 0.8365], [5.4116, 7.7560, 1.5931], [10.6940, 4.7152, -2.5454], [10.5281, 2.1958, -1.3938]], "atomic_forces_ev_per_a": [[-0.49, 0.60, -1.20], [0.22, -0.68, -0.75], [-0.75, -0.54, 0.12], [0.22, 0.02, 0.43], [0.21, 0.79, 0.54], [0.86, -0.27, 0.22], [0.17, 0.17, -0.42], [0.40, 0.64, 0.15], [0.11, 0.12, -0.03], [-0.05, 0.15, -0.23], [0.26, 0.04, -0.49], [0.00, -0.34, -0.38], [-0.34, 0.24, 0.61], [0.75, -0.36, 0.20], [-0.20, 0.49, -0.50], [-0.63, 0.17, 0.21], [0.68, 1.08, 0.17], [0.19, 0.04, -0.38], [-1.01, -0.81, 0.85], [1.12, -1.41, 0.28], [0.50, 0.88, 0.07], [0.14, -0.24, 0.11], [-0.16, 0.60, -0.98], [0.78, 0.44, 0.55], [0.52, 0.11, -0.13], [1.22, 0.50, 0.35], [-0.76, -0.32, -0.04], [-1.22, -0.19, 0.23], [-0.27, 0.92, -0.51], [-0.29, -0.85, -0.55], [0.38, -0.74, 0.93], [-0.45, -0.28, 0.16], [0.23, -0.17, 0.46], [0.19, -0.19, 0.04], [1.43, -0.50, -0.38], [-0.16, -1.44, 0.53], [-1.08, 0.53, -0.07], [0.21, 0.47, 0.53], [-0.38, -0.61, -0.32], [-1.27, 0.86, -0.39], [-0.21, 1.13, -0.26], [0.90, -0.13, 0.27], [0.74, -0.48, 0.88], [0.24, 0.09, -0.40], [-0.06, 0.11, 0.00], [-0.16, 0.75, -0.60], [0.12, 0.16, -0.03], [0.08, -0.07, 0.23], [0.00, 0.12, -0.22], [-0.01, -0.04, 0.01], [-0.04, -0.34, -0.09], [-0.02, -0.09, -0.27], [-0.38, 0.12, -0.09], [0.22, -0.19, 0.24], [-0.19, -0.28, 0.03], [-0.19, 0.28, 0.01], [-0.03, 0.01, 0.00], [0.25, -0.28, 0.18], [-0.16, -0.48, 0.38], [-0.09, 0.28, 0.22], [-0.39, -0.08, 0.01], [-0.14, -0.25, -0.39], [-0.05, 0.14, -0.10], [-0.02, -0.11, 0.07], [-0.09, 0.03, -0.12], [0.00, 0.00, 0.06], [0.37, 0.04, 0.23], [-0.20, 0.17, 0.14], [-0.80, 0.02, -0.14], [0.06, 0.31, 0.41], [0.13, -0.04, -0.29], [-0.61, 0.05, -0.02], [-0.08, -0.23, 0.03], [-0.25, 0.21, -0.14], [0.19, -0.29, -0.33], [-0.34, 0.02, 0.01], [-0.11, -0.56, 0.12]]}

***

[2]
{"formula": "C5H10N3OS", "method": "ωB97M-V/def2-TZVPD", "e_homo_ha": [-0.45675, -0.45676], "energy_ha": -833.88105, "relative_energy_kj_mol": 173.4, "charge": 1, "homo_lumo_gap_ev": [9.211, 9.212], "elements": ["S", "O", "N", "N", "N", "C", "C", "C", "C", "C", "H", "H", "H", "H", "H", "H", "H", "H", "H", "H"], "coordinates": [[1.6101, 1.0042, 0.6669], [-0.2434, -1.5114, -0.0447], [-0.0854, 0.3660, -1.3153], [-1.1400, 1.9190, 0.0804], [3.4432, -0.7722, 0.1480], [-0.3548, 0.8272, -0.1050], [-0.8299, -0.3756, 0.7330], [-2.3337, -0.4137, 0.7025], [2.2324, -0.2984, -0.0785], [0.2339, -0.9655, -1.1564], [-0.4914, -0.4868, 1.7563], [0.2465, 0.6878, -2.1562], [4.1219, -0.3536, 0.7706], [0.4472, -1.6653, -2.0545], [3.7356, -1.6667, -0.2475], [-2.9075, -1.4495, 0.6151], [-1.1194, 2.5871, -0.7314], [-2.6361, 0.2090, -0.0929], [-1.1784, 2.2871, 0.9712], [-2.7508, 0.0711, 1.5385]], "atomic_forces_ev_per_a": [[-0.23, 1.31, 0.48], [-0.40, 1.24, -0.78], [-0.75, -5.60, -0.56], [0.24, 1.27, -4.14], [-0.31, -0.63, -0.44], [0.91, 0.78, 3.84], [-0.64, -1.53, -0.54], [-1.38, -2.80, -0.68], [0.29, -1.00, -0.63], [0.91, -0.97, -0.49], [0.61, 0.35, -0.10], [0.74, 2.21, -1.91], [-0.17, 0.12, 0.14], [-0.17, 1.49, 1.77], [-0.23, 0.57, -0.04], [1.80, 1.95, 0.22], [-0.07, -0.61, 1.73], [-0.73, 0.24, -1.20], [-0.12, 1.12, 1.95], [-0.30, 0.49, 1.39]]}

***

[3]
{"formula": "C3H4N2OS", "method": "ωB97M-V/def2-TZVPD", "e_homo_ha": -0.34980, "energy_ha": -699.50871, "relative_energy_kj_mol": 429.1, "homo_lumo_gap_ev": 9.580, "elements": ["S", "O", "N", "N", "C", "C", "C", "H", "H", "H", "H"], "coordinates": [[-1.4192, -0.8425, 0.4112], [-0.7249, 0.6872, -0.3828], [2.3875, -1.5721, -0.1814], [-2.7597, -1.0316, -0.2091], [0.4134, 1.3006, 0.0195], [1.5492, 0.7310, 0.2929], [2.0052, -0.5250, 0.0174], [-0.7571, -1.8963, -0.3310], [-3.5385, -0.5602, 0.0428], [2.4024, 1.3505, 0.3063], [0.4415, 2.3585, 0.0141]], "atomic_forces_ev_per_a": [[1.57, -0.35, -0.24], [0.31, -0.03, 0.40], [0.92, -2.34, -0.55], [1.78, -2.33, -2.17], [-2.29, -0.91, -0.84], [1.85, 0.85, -0.08], [-1.04, -0.86, 0.38], [-0.33, 1.59, 0.76], [-2.65, 2.04, 1.58], [0.65, 1.29, 0.74], [-0.77, 1.04, 0.03]]}

***

[4]
{"formula": "C4H13N4OP", "method": "ωB97M-V/def2-TZVPD", "e_homo_ha": -0.31196, "energy_ha": -795.64984, "smiles": "[H]/N=N/P(NN)OC(C)(C)C", "relative_energy_kj_mol": 124.3, "homo_lumo_gap_ev": 8.622, "elements": ["P", "O", "N", "N", "N", "N", "C", "C", "C", "C", "H", "H", "H", "H", "H", "H", "H", "H", "H", "H", "H", "H", "H"], "coordinates": [[-0.8772, -1.2609, -0.7481], [-0.1119, 0.1564, 0.4779], [-2.4996, -3.1909, 0.2927], [0.1375, -2.4176, -0.0758], [-0.1154, -3.6088, -0.2780], [-2.2038, -1.8267, 0.3602], [1.7485, 1.1665, -0.9520], [0.4949, 1.3047, 0.0152], [1.2482, 1.9415, 1.3247], [-0.3858, 2.3952, -0.5420], [0.6811, 2.3821, 2.0969], [-2.7796, -3.2113, -0.6906], [1.1738, 0.9162, -1.9452], [2.5334, 0.5083, -0.5446], [0.3844, -4.1969, 0.4577], [1.7797, 2.6957, 0.8506], [-0.7133, 3.0398, 0.2496], [-1.7197, -3.9058, 0.3898], [1.9918, 1.2863, 1.7020], [0.1546, 3.0007, -1.2955], [2.2500, 2.1492, -1.2169], [-1.9338, -1.3225, 1.2031], [-1.2378, 1.9990, -1.1318]], "atomic_forces_ev_per_a": [[0.47, 2.61, 1.48], [-1.88, -3.27, -2.09], [-0.65, 0.41, -0.20], [0.99, 0.05, 1.16], [0.89, -1.68, -0.08], [1.73, 1.53, -0.87], [-2.02, 0.12, -1.79], [3.35, 2.09, 1.96], [-1.08, -1.31, -2.08], [-0.57, -0.13, -1.57], [-1.13, 0.12, 0.84], [-0.31, -1.00, 0.39], [1.85, -0.46, 1.33], [-0.61, -0.25, -0.65], [-0.07, 0.72, -0.83], [1.10, 1.87, -0.53], [-0.57, 0.35, 0.25], [-0.62, 1.36, 0.04], [0.40, -0.98, 0.49], [-0.07, -0.13, 0.60], [-0.82, -0.95, 0.74], [-0.57, -1.11, 0.82], [0.19, 0.04, 0.60]]}